# 1
A cluster of 7 separate species, C12H36BF4O12 in total in a non-equilibrium geometry, computed with the ωB97M-V functional and the def2-TZVPD basis.

```
65
Properties=species:S:1:pos:R:3
B 1.21901 15.77783 -11.52113
F 1.40977 15.52857 -12.88831
F 2.04173 15.00094 -10.80127
F 1.44310 17.12372 -11.27269
F -0.09932 15.57618 -11.27893
C 3.96963 13.42786 -16.88376
C 3.49930 13.64456 -15.39522
O 2.95948 14.97202 -15.27776
O 2.88007 13.05441 -17.74981
H 4.58176 12.52923 -16.96023
H 4.57117 14.26405 -17.24016
H 4.34928 13.36236 -14.77393
H 2.77895 12.87565 -15.11601
H 2.33366 15.02706 -14.55188
H 2.53214 13.78501 -18.26629
C 3.76980 19.86237 -9.58652
C 2.84576 20.26332 -10.73478
O 2.91956 19.33997 -11.78465
O 5.07150 19.91571 -10.00333
H 3.58329 18.87488 -9.16441
H 3.51053 20.51117 -8.74992
H 3.05007 21.26805 -11.10475
H 1.79852 20.37917 -10.45560
H 2.31352 18.63234 -11.55318
H 5.17820 19.22009 -10.65628
C -0.51359 12.59377 -11.12254
C -0.98451 11.19353 -10.89638
O -0.47526 10.39910 -12.01945
O -0.67730 13.40356 -9.91989
H -1.05406 12.97816 -11.98755
H 0.52524 12.58488 -11.45246
H -2.06199 11.03631 -10.84724
H -0.51912 10.78575 -9.99902
H -1.05044 10.45547 -12.78600
H -0.60388 14.30375 -10.24524
C -0.65461 18.74817 -15.06677
C -0.15404 17.82072 -13.99979
O -1.18445 17.05791 -13.31098
O 0.47621 19.09501 -15.83659
H -0.85952 19.70629 -14.58914
H -1.50971 18.36623 -15.62446
H 0.46547 18.36602 -13.28778
H 0.55749 17.17489 -14.51432
H -0.61330 16.58912 -12.69810
H 0.58012 18.35686 -16.44151
C 0.36113 16.72565 -8.01696
C -0.54720 17.76136 -8.79112
O -1.08733 18.69367 -7.95231
O 1.58997 17.26887 -7.60141
H 0.62579 15.88111 -8.65320
H -0.18962 16.27011 -7.19400
H -1.22183 17.12493 -9.36378
H 0.08382 18.28683 -9.50791
H -1.70633 19.10206 -8.56196
H 2.30265 16.97278 -8.17238
C 4.86924 15.96156 -11.33514
C 4.92991 15.81218 -9.79022
O 3.77130 16.16047 -9.12693
O 4.33370 14.80390 -11.92234
H 5.89089 16.09513 -11.69082
H 4.33507 16.84988 -11.67227
H 5.67676 16.52333 -9.43730
H 5.15267 14.78628 -9.49694
H 3.07366 15.68989 -9.58894
H 3.38970 14.92946 -11.80112
```

## Properties
**Net charge**: -1
**Energy relative to the best compared isomer or geometry (same formula, charge and spin)**: 130.3 kJ/mol
**Lowest unoccupied orbital energy**: 2.6 eV
**Spin multiplicity**: 1
**Largest force on an atom**: 4.128 eV Å⁻¹

=====

# 2
A structure of composition C12H36CaFO6 in a non-equilibrium geometry, computed with the ωB97M-V functional and the def2-TZVPD basis.

```
56
Properties=species:S:1:pos:R:3
Ca -1.57870 -0.53546 -3.92333
F 0.43932 -1.59676 -0.92952
C 3.53228 2.32503 2.77307
C 2.10039 2.13580 3.28899
O 1.16513 2.18503 2.25487
H 3.87718 1.53367 2.10756
H 4.22132 2.42846 3.61131
H 3.55980 3.27817 2.24500
H 1.92763 2.90435 4.04237
H 2.00130 1.15947 3.76341
H 1.23892 1.32812 1.82842
C 3.14770 3.91214 -3.23862
C 2.93644 2.63384 -4.05089
O 1.67055 2.58384 -4.62006
H 4.12696 3.93435 -2.76044
H 2.36312 4.03823 -2.49253
H 3.08198 4.82345 -3.83300
H 3.09308 1.74049 -3.44635
H 3.66464 2.48618 -4.84840
H 1.64288 3.31840 -5.23753
C -0.37031 -3.56656 4.92398
C -1.53388 -2.94843 4.17863
O -1.65851 -3.61503 2.95380
H -0.35354 -3.32871 5.98758
H 0.55111 -3.25890 4.42956
H -0.43426 -4.65365 4.87654
H -1.41547 -1.86795 4.09718
H -2.40434 -3.19771 4.78548
H -1.06889 -3.19520 2.32318
C -7.31805 -2.17957 -2.23644
C -6.51063 -1.34685 -1.25456
O -5.17311 -1.73968 -1.42052
H -7.22309 -3.23303 -1.97318
H -7.15300 -1.96361 -3.29201
H -8.36342 -1.90718 -2.09117
H -6.85288 -1.56434 -0.24280
H -6.59961 -0.26449 -1.34770
H -4.86303 -2.14679 -0.60830
C -2.99062 5.26857 -3.39760
C -3.47322 4.36734 -2.24992
O -2.52503 3.36508 -2.10155
H -1.96415 5.57912 -3.20260
H -3.69639 6.09131 -3.51199
H -2.98569 4.81608 -4.38923
H -4.33736 3.83652 -2.64940
H -3.65023 4.77302 -1.25384
H -2.08421 3.50820 -1.26084
C 6.21129 -5.08329 1.89728
C 4.80251 -4.77633 1.24874
O 4.82221 -3.40144 0.95508
H 7.12775 -4.98467 1.31549
H 6.30157 -6.04969 2.39327
H 6.28516 -4.37100 2.71904
H 4.02694 -5.01155 1.97762
H 4.67269 -5.38738 0.35550
H 3.98979 -3.17921 0.53164
```

## Properties
**Net charge**: +1
**Energy relative to the best compared isomer or geometry (same formula, charge and spin)**: 1004.9 kJ/mol
**Lowest unoccupied orbital energy**: -7.3 eV
**Spin multiplicity**: 1
**Largest force on an atom**: 2.535 eV Å⁻¹

=====

# 3
A structure of composition C12H36N3O6Sr in a non-equilibrium geometry, computed with the ωB97M-V functional and the def2-TZVPD basis.

```
58
Properties=species:S:1:pos:R:3
Sr 0.10565 1.82732 0.67190
O -2.86613 3.41022 1.88343
H -3.14286 3.23306 2.80352
O -0.53837 4.42419 -1.74395
H -0.19298 4.54099 -2.65037
O 1.41015 4.64015 2.48516
H 2.26776 4.86582 2.89516
C 6.00564 1.96622 -0.36999
C 4.47371 1.49512 -0.66609
C 4.34119 0.30190 -1.58404
O 2.99335 0.21014 -1.99984
C 2.79163 -0.83172 -2.96229
N 3.87436 1.06285 0.66642
H 5.96377 2.86704 0.24227
H 6.47659 2.24427 -1.31286
H 6.56882 1.18154 0.13519
H 3.95268 2.26581 -1.23414
H 4.63092 -0.67091 -1.18682
H 4.89330 0.47542 -2.50771
H 2.94115 -1.83184 -2.55546
H 3.57929 -0.64912 -3.69327
H 1.79238 -0.71308 -3.38123
H 4.01083 1.88466 1.23748
H 4.50110 0.35522 1.02217
C 0.87437 -2.87957 2.83165
C -0.39615 -2.14003 2.44995
C -0.91318 -0.99291 3.34425
O 0.22314 -0.10399 3.47769
C 0.06495 0.83319 4.57650
N -0.19653 -1.60671 1.08970
H 1.61031 -2.07799 2.76874
H 1.25105 -3.75145 2.29683
H 0.85883 -3.09209 3.90062
H -1.14594 -2.89670 2.21891
H -1.25352 -1.40460 4.29440
H -1.77000 -0.41374 2.99999
H -0.40165 0.44843 5.48333
H -0.54764 1.70783 4.35781
H 1.04496 1.26298 4.78379
H -1.05730 -1.62849 0.56178
H 0.37574 -2.31167 0.64738
C -3.68092 0.00419 -3.81476
C -4.30327 0.08386 -2.45754
C -4.80272 -1.25098 -1.91471
O -3.70261 -2.09271 -1.47806
C -4.07119 -3.48150 -1.36028
N -3.25385 0.65760 -1.57387
H -3.39947 0.95829 -4.26039
H -4.36391 -0.50918 -4.49157
H -2.80437 -0.62480 -3.65943
H -5.18764 0.71833 -2.51627
H -5.44166 -1.74384 -2.64748
H -5.48587 -1.08564 -1.08160
H -4.26629 -3.90472 -2.34563
H -4.84921 -3.76203 -0.65029
H -3.11443 -3.97527 -1.19026
H -3.77324 1.00669 -0.78110
H -2.95480 1.49409 -2.05446
```

## Properties
**Net charge**: -1
**Energy relative to the best compared isomer or geometry (same formula, charge and spin)**: 747.1 kJ/mol
**Lowest unoccupied orbital energy**: 1.9 eV
**Spin multiplicity**: 1
**Largest force on an atom**: 2.706 eV Å⁻¹

=====

Orbital gap list, top to bottom, in eV: 9.85; 4.11; 5.10